Entry from OMol25: C2F6NO3PdS2 as an isolated structure (ωB97M-V/def2-TZVPD).

Output
Kohn-Sham gap (alpha / beta) (eV): 9.563 / 8.407
Highest occupied orbital energy (alpha / beta) (eV): -9.25 / -10.70
ΔE to the lowest compared entry with this formula, charge and spin (kcal/mol): 0.0

ORCA input file:
```
! RIJCOSX wB97M-V def2-TZVPD def2/J DEFGRID3
* xyz 0 4
O -3.14680 -0.62775 1.35204
Pd -1.64541 -0.76536 0.71729
N 0.75936 0.69917 -0.28841
S -0.66875 1.38363 0.28750
C -0.11784 1.87473 1.97105
F 0.80356 2.82644 1.90957
F 0.39136 0.86256 2.66266
F -1.18215 2.34851 2.60993
S 0.82939 -0.85741 -0.49430
O -0.33525 -1.62293 0.08410
O 2.13999 -1.42292 -0.21649
C 0.58514 -1.12769 -2.32477
F -0.60684 -0.68344 -2.68468
F 1.51916 -0.47057 -2.98766
F 0.67508 -2.41698 -2.59782
*
```

***

Entry from OMol25: one molecule with the formula C5H8O3S (ωB97M-V/def2-TZVPD).

Output
Kohn-Sham gap (alpha / beta) (eV): 6.630 / 6.094
Highest occupied orbital energy (alpha / beta) (eV): -6.04 / -9.14
ΔE to the lowest compared entry with this formula, charge and spin (kcal/mol): 73.7

ORCA input file:
```
! RIJCOSX wB97M-V def2-TZVPD def2/J DEFGRID3
* xyz 0 3
C 0.79435 0.91933 1.09395
C -0.25223 0.52520 -0.04401
C -1.02445 1.84443 -0.37068
C -0.80336 -1.85048 -0.42865
C -1.08268 -0.68385 0.17326
O 0.82155 0.40382 -1.06965
O 3.22299 0.41147 -0.25387
O 2.07468 -1.48378 -0.01342
S 1.88448 0.13218 0.06399
H 0.63403 0.56754 2.12165
H -1.84453 2.02711 0.39670
H -1.52659 1.76143 -1.42594
H -0.36430 2.75195 -0.17658
H -0.19538 -2.21278 -1.12879
H 1.30227 -1.88617 0.51662
H -1.64181 -2.61245 -0.22895
H -1.99900 -0.61496 0.77436
*
```

***

Entry from OMol25: a 3-piece molecular cluster, H6O3 overall (ωB97M-V/def2-TZVPD).

Output
Kohn-Sham gap (eV): 12.102
Structure (SMILES): O.O.O
Highest occupied orbital energy (eV): -11.24
ΔE to the lowest compared entry with this formula, charge and spin (kcal/mol): 7.9

ORCA input file:
```
! RIJCOSX wB97M-V def2-TZVPD def2/J DEFGRID3
* xyz 0 1
O -15.36281 5.96830 17.44123
H -14.92829 5.83557 16.58827
H -14.61860 6.28161 17.93513
O -15.75911 7.46342 19.94835
H -16.00665 6.54271 19.96513
H -16.20983 7.90426 19.22833
O -13.33648 6.98833 19.36212
H -12.84349 7.79152 19.50007
H -14.18925 7.16266 19.75230
*
```

***

Entry from OMol25: a 3-piece molecular cluster, C5H13NO2 overall (ωB97M-V/def2-TZVPD).

Output
Kohn-Sham gap (eV): 4.317
Highest occupied orbital energy (eV): -8.79
ΔE to the lowest compared entry with this formula, charge and spin (kcal/mol): 282.0

ORCA input file:
```
! RIJCOSX wB97M-V def2-TZVPD def2/J DEFGRID3
* xyz 0 1
C 2.54456 -0.05092 0.27606
O 3.43581 0.55343 -0.39871
C 0.89289 0.11961 -0.46787
C -0.30736 -1.50421 1.01785
C 0.03769 -1.10956 -0.41157
C -1.94383 1.12961 -0.82169
N -0.70513 -1.41800 -1.44149
H -2.88391 1.62456 -0.74754
H 2.32497 0.26868 1.33354
H 2.54962 -1.19779 0.23867
H 1.23298 0.38349 -1.46562
H 0.55484 1.04129 0.06240
H -0.81676 -0.54718 0.67594
H 0.32574 -1.49585 1.90380
H -1.36056 1.11345 0.17237
H -1.94641 0.09536 -1.24154
H -0.64154 -2.31765 -1.91455
H -1.10310 -2.28464 1.01749
H -1.35187 1.77460 -1.48298
H -0.37124 2.16786 2.25221
O -0.46738 1.65389 1.44321
*
```

***

Entry from OMol25: one molecule with the formula C5H10O2 (ωB97M-V/def2-TZVPD).

Output
Kohn-Sham gap (eV): 10.654
Structure (SMILES): C[C@@H]1OCC[C@H]1O
Highest occupied orbital energy (eV): -9.73
ΔE to the lowest compared entry with this formula, charge and spin (kcal/mol): 31.0

ORCA input file:
```
! RIJCOSX wB97M-V def2-TZVPD def2/J DEFGRID3
* xyz 0 1
C -1.46871 1.54057 0.17826
C -0.84176 0.18480 0.41027
O 0.16556 0.33215 1.40585
C 1.29181 -0.44196 1.06198
C 1.33611 -0.39860 -0.45500
C -0.16349 -0.42344 -0.82738
O -0.64054 -1.73856 -0.98789
H -2.32031 1.45709 -0.50346
H -1.81163 1.96022 1.12752
H -0.73396 2.22659 -0.25501
H -1.59833 -0.53321 0.75575
H 1.18541 -1.47873 1.41105
H 2.16397 0.00442 1.54755
H 1.92569 -1.21910 -0.88411
H 1.77042 0.53997 -0.80310
H -0.35711 0.16160 -1.73768
H 0.09689 -2.17380 -1.44460
*
```

***

Entry from OMol25: a 3-piece molecular cluster, C24H36F17N4O2S2 overall (ωB97M-V/def2-TZVPD).

Output
Kohn-Sham gap (eV): 7.700
Highest occupied orbital energy (eV): -10.81

ORCA input file:
```
! RIJCOSX wB97M-V def2-TZVPD def2/J DEFGRID3
* xyz 1 1
C -1.67230 0.96715 0.22256
C -1.01362 -0.22842 0.91083
C -1.34209 -1.51519 0.19677
F -0.90964 -1.44728 -1.11272
N -0.78142 -2.74043 0.80967
C 0.03583 -2.55602 1.92718
N -0.42338 -2.64246 3.14804
N 1.32150 -2.35261 1.59664
C 1.46408 -2.79303 0.12586
C 0.15574 -3.57888 0.00695
C -0.36880 -4.13669 -1.31130
C 0.31234 -3.66015 -2.60730
C 1.30378 -4.66052 -3.14945
S 2.63249 -5.14163 -2.01126
C 4.01020 -4.08132 -2.47895
S 4.62433 -4.23746 -3.95769
N 4.53318 -3.23046 -1.47622
C 5.75750 -3.78271 -0.84407
C 5.46666 -4.54750 0.45752
C 4.74823 -1.84723 -1.95585
C 3.46268 -1.12207 -2.33705
H -2.62372 1.17077 0.70534
H -1.84600 0.82057 -0.83651
H -1.06626 1.85113 0.38488
H 0.06931 -0.10258 0.88351
H -1.35655 -0.25911 1.94100
H -2.42678 -1.62412 0.17123
H -1.40307 -2.80142 3.33293
H 0.21058 -2.59686 3.93437
H 1.97220 -2.82976 2.22100
H 2.39200 -3.34417 0.06543
H 1.50429 -1.86065 -0.42213
H 0.36574 -4.44600 0.63732
H -0.29317 -5.21916 -1.27106
H -1.42999 -3.90962 -1.36423
H -0.46374 -3.56893 -3.36647
H 0.72835 -2.66464 -2.49641
H 0.80289 -5.58403 -3.42312
H 1.78193 -4.28385 -4.05095
H 6.23512 -4.46615 -1.54186
H 6.44126 -2.96795 -0.64064
H 4.45183 -4.37382 0.79872
H 5.59649 -5.61783 0.32307
H 6.17087 -4.24437 1.22622
H 5.45231 -1.82124 -2.78777
H 5.18820 -1.31873 -1.11635
H 3.65822 -0.38645 -3.11073
H 2.70498 -1.80997 -2.69660
H 3.08274 -0.57199 -1.47901
C 1.01241 2.73468 -2.11489
C 2.24707 3.23607 -2.88519
C 2.98307 4.46904 -2.34980
F 2.19741 5.55921 -2.38585
F 4.05906 4.69514 -3.13347
F 1.94039 3.40190 -4.18476
F 3.16131 2.21940 -2.80401
O -0.27287 3.05695 -2.62035
C -0.96796 4.18625 -2.24510
C -1.28435 5.08108 -3.44935
F -0.14624 5.50234 -4.02887
F -1.97411 6.15687 -3.01316
F -0.35258 4.86843 -1.26156
F -2.15961 3.77308 -1.75298
H 1.06105 1.65060 -2.21862
H 1.09556 2.94382 -1.04769
H 3.32568 4.29999 -1.32454
H -1.88118 4.53115 -4.17997
C -5.44741 4.44472 3.85657
C -5.70502 4.17441 5.35223
C -4.51996 3.76652 6.23508
F -3.99781 2.58227 5.84833
F -4.95407 3.63020 7.50500
F -6.70809 3.28313 5.49209
F -6.12909 5.35827 5.87297
O -5.79836 3.43164 2.91947
C -4.94937 2.44759 2.49945
C -5.49367 1.04972 2.81357
F -5.62658 0.87022 4.13574
F -4.59945 0.13086 2.34815
F -3.68838 2.59906 2.95971
F -4.87277 2.51352 1.14830
H -6.13110 5.25569 3.61355
H -4.44334 4.83062 3.68203
H -3.73923 4.53153 6.21121
H -6.45776 0.89986 2.32537
*
```

***

Number 1: M 370.57 g/mol. Number 2: M 148.18 g/mol. Number 3: M 54.05 g/mol. Number 4: M 119.16 g/mol. Number 5: M 102.13 g/mol. Number 6: M 799.68 g/mol.